{"formula": "C74H46O13", "method": "ωB97M-V/def2-TZVPD", "total_energy_ha": -3825.66200, "lumo_ev": -1.311, "smiles": "O=C1c2ccccc2C(=O)c2ccccc21.O=C1c2ccccc2C(=O)c2ccccc21.O=C1c2ccccc2C(=O)c2ccccc21.O=C1c2ccccc2C(=O)c2ccccc21.O=C1c2ccccc2C(=O)c2ccccc21.C[C@H]1COC(=O)O1", "symbols": ["O", "C", "C", "C", "C", "C", "C", "C", "C", "O", "C", "C", "C", "C", "C", "C", "H", "H", "H", "H", "H", "H", "H", "H", "O", "C", "C", "C", "C", "C", "C", "C", "C", "O", "C", "C", "C", "C", "C", "C", "H", "H", "H", "H", "H", "H", "H", "H", "O", "C", "C", "C", "C", "C", "C", "C", "C", "O", "C", "C", "C", "C", "C", "C", "H", "H", "H", "H", "H", "H", "H", "H", "O", "C", "C", "C", "C", "C", "C", "C", "C", "O", "C", "C", "C", "C", "C", "C", "H", "H", "H", "H", "H", "H", "H", "H", "O", "C", "C", "C", "C", "C", "C", "C", "C", "O", "C", "C", "C", "C", "C", "C", "H", "H", "H", "H", "H", "H", "H", "H", "C", "C", "C", "O", "C", "O", "O", "H", "H", "H", "H", "H", "H"], "xyz": [[-3.069, 1.656, -2.352], [-3.629, 0.588, -2.290], [-4.886, 0.297, -1.551], [-5.634, 1.367, -1.071], [-6.867, 1.012, -0.475], [-7.177, -0.316, -0.079], [-6.308, -1.309, -0.452], [-5.255, -1.050, -1.275], [-4.488, -2.081, -1.929], [-4.779, -3.247, -1.753], [-3.380, -1.789, -2.882], [-2.902, -2.802, -3.702], [-1.838, -2.489, -4.498], [-1.287, -1.219, -4.561], [-1.800, -0.198, -3.832], [-2.907, -0.489, -3.004], [-5.419, 2.421, -1.166], [-7.516, 1.806, -0.150], [-8.107, -0.486, 0.496], [-6.523, -2.315, -0.254], [-3.392, -3.759, -3.743], [-1.385, -3.220, -5.175], [-0.437, -1.033, -5.169], [-1.407, 0.775, -3.840], [2.315, -1.918, 2.272], [2.184, -1.122, 1.382], [0.855, -0.632, 0.923], [-0.335, -1.047, 1.592], [-1.545, -0.470, 1.212], [-1.565, 0.404, 0.126], [-0.417, 0.798, -0.530], [0.803, 0.288, -0.079], [2.043, 0.645, -0.833], [1.967, 1.442, -1.768], [3.330, 0.129, -0.397], [4.424, 0.447, -1.095], [5.629, 0.022, -0.600], [5.720, -0.779, 0.562], [4.634, -1.100, 1.233], [3.408, -0.670, 0.707], [-0.143, -1.863, 2.315], [-2.421, -0.815, 1.782], [-2.517, 0.781, -0.136], [-0.394, 1.563, -1.290], [4.435, 0.918, -2.030], [6.480, 0.377, -1.161], [6.676, -1.101, 0.902], [4.501, -1.649, 2.159], [2.723, -2.252, 9.863], [1.623, -2.658, 9.539], [0.651, -3.290, 10.459], [1.001, -3.395, 11.801], [0.047, -4.022, 12.581], [-1.190, -4.435, 12.090], [-1.474, -4.341, 10.744], [-0.559, -3.770, 9.951], [-0.946, -3.678, 8.494], [-2.007, -4.236, 8.130], [-0.037, -2.952, 7.605], [-0.493, -2.663, 6.366], [0.419, -2.039, 5.518], [1.727, -1.738, 5.955], [2.137, -1.986, 7.242], [1.260, -2.609, 8.107], [1.931, -2.974, 12.067], [0.274, -4.226, 13.648], [-1.797, -5.009, 12.766], [-2.392, -4.749, 10.315], [-1.497, -2.987, 6.030], [0.232, -1.878, 4.423], [2.464, -1.335, 5.197], [3.107, -1.762, 7.602], [-2.570, 8.134, 2.813], [-3.094, 7.186, 2.305], [-2.486, 6.536, 1.136], [-1.198, 6.975, 0.745], [-0.533, 6.270, -0.252], [-1.177, 5.147, -0.912], [-2.407, 4.735, -0.419], [-3.059, 5.451, 0.519], [-4.476, 5.017, 0.947], [-5.076, 4.111, 0.387], [-5.084, 5.688, 2.096], [-6.310, 5.269, 2.523], [-6.947, 5.899, 3.601], [-6.264, 6.830, 4.306], [-4.956, 7.156, 3.983], [-4.377, 6.630, 2.817], [-0.788, 7.850, 1.260], [0.371, 6.659, -0.626], [-0.600, 4.643, -1.686], [-2.804, 3.827, -0.718], [-6.857, 4.461, 2.035], [-7.970, 5.559, 3.784], [-6.880, 7.365, 5.004], [-4.417, 7.978, 4.450], [1.820, -0.353, -9.638], [2.293, -0.164, -8.546], [1.596, 0.480, -7.429], [0.437, 1.176, -7.641], [-0.149, 2.052, -6.688], [0.481, 2.163, -5.466], [1.711, 1.459, -5.215], [2.235, 0.613, -6.140], [3.590, 0.136, -5.834], [4.147, 0.303, -4.780], [4.392, -0.498, -6.962], [5.631, -1.034, -6.653], [6.294, -1.734, -7.620], [5.701, -1.882, -8.890], [4.457, -1.358, -9.205], [3.757, -0.651, -8.232], [-0.049, 1.010, -8.630], [-1.050, 2.536, -7.038], [0.287, 2.951, -4.757], [2.248, 1.574, -4.311], [5.908, -0.871, -5.565], [7.305, -2.095, -7.483], [6.284, -2.432, -9.625], [3.868, -1.544, -10.152], [3.517, -3.469, -1.607], [4.079, -3.580, -2.946], [5.486, -3.005, -3.137], [6.081, -3.873, -4.119], [5.479, -5.059, -4.013], [5.818, -6.114, -4.403], [4.314, -4.994, -3.243], [2.658, -4.121, -1.677], [3.301, -2.476, -1.161], [4.191, -3.941, -0.904], [3.435, -3.184, -3.764], [6.073, -3.219, -2.253], [5.456, -1.956, -3.402]], "forces_ev_per_angstrom": [[-0.71, 1.73, 0.64], [1.23, -0.66, -0.60], [0.30, 0.21, 0.23], [-1.86, -1.16, 0.24], [0.67, -0.41, 0.98], [-0.29, 2.04, -0.18], [-0.82, -0.29, -0.22], [1.17, 3.03, -0.55], [0.32, -1.91, -0.56], [-0.15, -0.47, 0.22], [-0.62, 0.73, -0.06], [0.03, 0.19, 0.19], [0.78, -0.84, -1.36], [0.24, -0.15, 0.19], [-1.64, -0.62, 1.23], [-0.09, -0.84, -0.12], [0.43, -0.18, -0.28], [-0.22, 0.19, -0.03], [0.78, -0.10, -0.45], [-0.23, -1.30, 0.42], [0.10, -0.22, 0.27], [-0.36, -0.01, 0.34], [0.63, 0.03, -0.59], [0.38, 1.10, -0.16], [-0.62, -0.91, 1.29], [-0.26, 0.05, -0.37], [-0.78, -0.73, 1.45], [1.56, 0.00, -0.60], [0.84, -1.46, 0.76], [-0.01, -0.04, 0.66], [0.21, 0.00, 0.78], [0.07, 0.39, -1.47], [-1.39, 1.66, -0.91], [0.17, -0.76, 0.58], [-2.02, -0.48, 0.39], [2.67, -0.31, -0.21], [0.46, -0.25, 0.11], [2.62, 1.31, -1.81], [-3.62, -0.49, 1.05], [0.05, 0.11, 0.72], [-0.75, 0.74, -0.22], [0.12, 0.53, -0.68], [-0.65, 0.57, -0.36], [-0.26, -0.15, -0.29], [-0.47, 0.98, -0.99], [0.53, -0.42, 0.19], [0.72, -0.09, 0.18], [0.76, -0.20, -0.16], [-0.39, -0.02, 0.65], [0.59, -0.69, -0.59], [0.47, 0.57, -0.15], [-1.88, -0.47, -1.44], [0.32, -0.10, 1.85], [0.97, -0.69, 0.41], [-1.65, -1.01, 1.54], [0.92, 0.89, -1.94], [-2.06, -1.53, 0.49], [2.44, 1.50, 0.32], [0.62, -0.41, 2.24], [0.09, 0.38, -2.13], [0.87, 0.12, -1.38], [0.16, 0.38, -1.93], [-0.62, -0.48, -0.01], [-1.65, 0.59, -1.03], [0.85, 0.10, 0.74], [-0.24, 0.26, -0.75], [-0.49, 0.14, 0.08], [0.31, 0.24, 0.16], [0.78, 0.29, 0.38], [-0.12, -0.04, 1.35], [-1.05, -0.40, 0.99], [0.77, 0.35, 0.15], [0.51, 1.17, 0.90], [-0.78, -0.65, -0.31], [1.52, 0.59, -0.22], [-0.62, -0.61, 0.02], [-2.32, -0.79, -0.76], [1.26, 1.69, 1.76], [2.03, 0.09, -1.38], [-2.43, 0.13, 1.71], [0.77, -0.86, -1.01], [0.70, 0.59, 0.01], [0.62, -0.41, -0.10], [-1.82, -0.33, 0.66], [-0.14, -2.05, -1.80], [-0.17, 0.98, 0.61], [0.38, 0.77, -1.00], [-0.38, 0.72, 1.15], [0.01, -0.44, -0.30], [1.15, 0.12, -0.31], [-0.43, -0.15, 0.16], [-1.01, -1.51, -0.98], [0.43, 0.30, -0.21], [0.34, 0.51, 0.37], [0.50, 0.35, 0.79], [-0.15, -0.28, 0.22], [-0.15, 0.15, -0.05], [2.03, -1.24, 0.34], [0.77, 0.68, 1.75], [-1.29, -0.08, -0.88], [0.71, -1.41, -0.72], [1.85, 0.22, 0.03], [-2.43, 0.52, -0.61], [-0.41, 0.23, -1.35], [1.54, -0.73, -1.88], [-0.19, 0.15, 1.32], [-2.36, 0.20, -0.44], [-0.62, 0.61, 1.79], [0.30, 0.12, -1.19], [0.68, -0.20, 0.00], [-1.38, -0.19, -0.62], [-0.04, 0.16, 0.75], [0.41, 0.42, 0.81], [0.02, 0.36, 0.60], [-0.75, -0.07, 0.22], [0.26, 0.32, 0.91], [0.22, -0.38, -1.68], [-0.13, -0.24, 0.18], [-0.29, 0.07, -0.02], [1.25, 0.18, 0.92], [-0.61, -0.11, 1.46], [1.28, 0.23, -2.25], [-0.51, -0.86, 0.52], [-0.18, 0.45, -0.55], [-1.91, -0.56, 1.56], [1.10, -0.61, -1.11], [0.78, 1.61, -0.39], [-0.73, 0.19, 0.65], [-0.08, -0.48, -0.92], [0.28, -0.22, 0.20], [0.10, -0.18, 0.59], [0.07, 0.57, 0.54], [0.39, 0.05, -0.36]]}